Formula: C5H12O
Source: the OMol25 dataset
Level of theory: ωB97M-V/def2-TZVPD

Its structure (SMILES) is C=CCC.CO. For the HOMO-LUMO gap, the calculation gives 10.7 eV. The largest force on an atom is 0.46 eV/Å. For the molar mass, the calculation gives 88.1 g mol⁻¹. The value obtained for the energy above the lowest of the compared OMol25 structures with the same formula, charge and spin is 1.4439 eV. Its total energy is -272.89560 Eh. The HOMO energy is -9.7 eV.

The geometry in ORCA input format:
```
! RIJCOSX wB97M-V def2-TZVPD def2/J DEFGRID3
* xyz 0 1
C -2.302 0.656 0.026
C -1.406 -0.299 -0.762
C -0.594 -1.227 0.105
C 0.631 -1.654 -0.198
O 1.962 0.312 1.317
C 2.356 1.159 0.261
H -2.963 0.106 0.706
H -2.934 1.239 -0.653
H -1.714 1.359 0.626
H -0.726 0.272 -1.408
H -2.035 -0.900 -1.432
H 1.042 0.052 1.166
H -1.073 -1.595 1.015
H 1.187 -2.334 0.441
H 1.135 -1.325 -1.106
H 2.367 2.210 0.576
H 1.698 1.075 -0.616
H 3.369 0.895 -0.063
*
```

Electronic structure analysis, Löwdin charges in units of e: atom 1 (C): -0.12, atom 2 (C): -0.27, atom 3 (C): -0.21, atom 4 (C): -0.02, atom 5 (O): -0.14, atom 6 (C): -0.18, atom 7 (H): 0.07, atom 8 (H): 0.07, atom 9 (H): 0.07, atom 10 (H): 0.10, atom 11 (H): 0.11, atom 12 (H): 0.03, atom 13 (H): 0.11, atom 14 (H): 0.07, atom 15 (H): 0.07, atom 16 (H): 0.07, atom 17 (H): 0.07, atom 18 (H): 0.08